C8H14N2 | ωB97M-V/def2-TZVPD

Cartesian coordinates (Å):
1 C 1.54068 0.40461 0.71904
2 N 0.30862 0.31300 0.29157
3 C -0.16953 -0.17677 -0.98932
4 C 0.94790 -0.48685 -2.07316
5 C 0.53005 -1.43274 -3.26264
6 C -0.70418 0.62514 1.18578
7 N -1.80736 1.24158 0.83361
8 C -0.52485 0.59962 2.75597
9 C 0.08169 0.38651 3.92627
10 C -1.31572 0.79554 4.01771
11 H 2.47998 0.27894 0.16537
12 H 1.76277 0.65657 1.74691
13 H -0.82097 0.44577 -1.52112
14 H -0.74886 -1.19658 -0.97187
15 H 1.32244 0.39619 -2.68598
16 H 1.78336 -0.81352 -1.42548
17 H -0.21314 -2.14430 -2.90534
18 H -0.09402 -0.80650 -3.96533
19 H 1.25998 -2.01178 -3.84313
20 H -2.31616 1.63982 1.68865
21 H -2.30509 1.09153 -0.05444
22 H 1.00727 0.25983 4.36756
23 H -2.13858 0.27844 4.30276
24 H -1.34505 1.95185 4.43253

Results
charge = +2
LUMO (alpha / beta) = -10.755 / -10.755 eV
SMILES string = C=[N+](CCC)C(=[NH2+])C1=CC1
HOMO energy (alpha / beta) = -17.86 / -17.86 eV
frontier orbital gap (alpha / beta) = 7.11 / 7.11 eV
DFT total energy = -421.870036 hartree